Record 1
Computed, not measured: 5 unconnected molecules or ions with the total composition C20H20ClN4, with ωB97M-V/def2-TZVPD.

```
45
Properties=species:S:1:pos:R:3:forces:R:3:mulliken_charge:R:1
Cl 6.792830 20.380560 15.901850 0.1 0.0 0.0 -0.99
N 2.258330 22.242060 17.722810 -1.0 2.7 1.0 -0.47
C 1.337400 22.455270 18.730860 2.0 0.9 -0.6 -0.17
C 1.266270 23.640680 19.542660 -0.6 -2.1 -1.8 -0.35
C 2.084140 24.689940 19.211880 0.0 0.3 0.0 -0.28
C 3.000730 24.535190 18.182850 0.1 -0.5 -0.4 -0.29
C 3.035220 23.359540 17.438460 -0.9 -1.4 1.1 -0.25
H 0.629350 21.656030 18.892990 0.1 -0.2 0.1 0.35
H 0.453470 23.655290 20.253670 0.1 0.4 0.2 0.33
H 1.941480 25.656800 19.671470 0.3 0.1 0.3 0.34
H 3.713830 25.308010 17.936600 -0.1 0.2 -0.1 0.40
H 3.711110 23.303040 16.598000 0.1 -0.4 0.0 0.38
N 7.208250 26.979110 15.656180 0.4 -1.3 0.1 -0.53
C 7.519450 28.264330 15.523660 1.3 -0.4 0.9 -0.13
C 8.796960 28.789480 15.843230 -0.3 -1.8 0.6 -0.39
C 9.762310 27.865590 16.332360 -1.3 0.3 -0.5 -0.21
C 9.431220 26.496640 16.432320 -0.4 1.2 -0.1 -0.34
C 8.145980 26.078720 16.077940 0.5 2.0 0.0 -0.21
H 6.698900 28.918670 15.268830 0.0 0.1 -0.2 0.35
H 8.926270 29.861480 15.865370 0.3 0.0 -0.2 0.34
H 10.727350 28.223640 16.659310 0.1 0.0 0.0 0.35
H 10.118470 25.793300 16.878870 0.1 -0.1 -0.2 0.36
H 7.946710 25.026650 16.218750 -0.8 0.0 -0.3 0.43
N 6.655940 14.430570 15.183830 1.0 -1.7 -0.5 -0.49
C 6.434220 13.090170 15.137340 1.0 -0.2 0.4 -0.24
C 7.419880 12.112660 14.836080 0.2 1.8 -0.5 -0.28
C 8.669780 12.590150 14.438240 -0.5 0.0 0.8 -0.18
C 8.941680 13.957550 14.474860 -0.4 -0.3 0.7 -0.46
C 7.920260 14.828020 14.884040 -1.0 -0.5 -0.4 -0.26
H 5.464870 12.737410 15.457200 -0.3 0.2 -0.1 0.35
H 7.330700 11.036570 14.857830 -0.7 0.0 0.1 0.34
H 9.407020 11.824070 14.248490 0.4 0.3 -0.3 0.34
H 9.958940 14.299800 14.354730 -0.1 0.3 -0.3 0.38
H 8.036480 15.901070 14.922220 0.3 0.1 0.1 0.50
N 12.502330 18.376460 15.766340 2.1 -0.7 0.3 -0.53
C 13.828460 17.941400 15.714660 -1.6 0.6 0.5 -0.22
C 14.341080 16.856700 16.413460 -0.4 0.2 0.2 -0.34
C 13.489550 16.193330 17.265010 -2.2 0.4 1.1 -0.25
C 12.167740 16.675860 17.436670 1.2 -0.1 -0.9 -0.31
C 11.717030 17.742830 16.637690 0.8 -1.0 0.5 -0.20
H 14.529570 18.575120 15.191930 -0.3 0.1 -0.5 0.34
H 15.373390 16.539770 16.430370 0.2 0.3 -0.5 0.34
H 13.805870 15.383790 17.906080 0.2 -0.2 -0.1 0.36
H 11.471570 16.234530 18.134500 0.1 -0.1 0.1 0.36
H 10.686150 18.013910 16.811520 -0.1 0.6 -0.6 0.44
```
Positions in Å, forces in eV/Å.

Orbital gap = 5.9180 eV
HOMO level = -0.1250 Eh
Multiplicity = 1
Calculated total energy = -1453.32063 Ha
Net charge = -1


Record 2
Computed, not measured: a molecular structure, C4H5F, with ωB97M-V/def2-TZVPD.

```
10
Properties=species:S:1:pos:R:3:forces:R:3:mulliken_charge:R:1
C -1.757722 -0.212081 -0.392117 1.8 -0.1 2.0 -0.07
C -0.589138 0.527081 -0.015450 -5.3 0.9 1.7 -0.30
C 0.652284 -0.201408 0.155007 0.6 -1.4 3.0 -0.08
C 1.915900 0.079463 -0.218366 0.4 0.5 -1.3 -0.45
H -1.654680 -1.366154 -0.741381 -0.4 3.2 0.6 0.28
H -0.744711 1.837457 0.887985 0.3 -3.9 -3.0 0.22
H 0.417222 -1.178154 1.274012 1.2 2.7 -3.7 0.18
H 2.213873 1.177285 -1.096378 -0.9 -4.0 3.0 0.24
H 2.649838 -0.755347 0.151559 -0.7 2.4 -1.1 0.24
F -3.102865 0.091860 -0.004873 3.1 -0.1 -1.3 -0.25
```
Positions in Å, forces in eV/Å.

Orbital gap = 9.5852 eV
HOMO level = -0.3443 Eh
Multiplicity = 1
Calculated total energy = -254.99616 Ha